{
  "formula": "C11H22NOP",
  "method": "wB97M-V/def2-TZVPD",
  "elements": ["P", "O", "N", "C", "C", "C", "C", "C", "C", "C", "C", "C", "C", "C", "H", "H", "H", "H", "H", "H", "H", "H", "H", "H", "H", "H", "H", "H", "H", "H", "H", "H", "H", "H", "H", "H"],
  "xyz": [[2.14, -0.33, 0.12], [2.84, -1.21, 1.10], [-1.09, -0.53, 0.84], [-1.10, -0.40, 2.24], [-1.51, 0.63, 0.10], [2.54, 1.39, 0.17], [2.01, -1.45, -2.41], [2.79, 1.01, -2.18], [2.74, -0.47, -1.60], [0.30, -0.57, 2.85], [-1.94, -1.47, 2.83], [2.76, 1.94, -1.00], [-0.92, 0.66, -1.32], [-3.08, 0.79, 0.09], [-3.47, -0.13, -0.55], [0.63, -1.59, 2.71], [-1.20, 1.76, -1.61], [1.89, 1.25, -2.86], [1.04, 0.01, 2.36], [-3.42, 0.83, 1.13], [0.97, -1.41, -2.34], [2.25, -1.66, -3.42], [-1.48, -2.39, 2.62], [-1.20, -0.23, -2.03], [-3.36, 1.69, -0.41], [3.78, -0.86, -1.49], [-1.14, 1.49, 0.63], [3.09, 3.01, -1.16], [3.57, 1.13, -2.86], [0.20, 0.52, -1.22], [0.32, -0.33, 3.91], [2.30, -2.34, -1.95], [-1.84, -1.37, 3.94], [2.82, 1.98, 1.07], [-1.77, 0.50, 2.50], [-2.98, -1.50, 2.62]],
  "homo_lumo_gap_ev": [8.0152, 7.9657],
  "de_lowest_kcal_mol": 101.1
}

=====

{
  "formula": "C11H22O7S2",
  "method": "wB97M-V/def2-TZVPD",
  "elements": ["S", "S", "O", "O", "O", "O", "O", "O", "O", "C", "C", "C", "C", "C", "C", "C", "C", "C", "C", "C", "H", "H", "H", "H", "H", "H", "H", "H", "H", "H", "H", "H", "H", "H", "H", "H", "H", "H", "H", "H", "H", "H"],
  "xyz": [[-1.49, 2.56, -0.39], [-0.01, -3.40, 2.04], [-0.81, -5.09, 0.22], [2.34, -0.59, 0.77], [-1.32, -3.51, 2.57], [0.48, -1.90, 2.04], [-1.80, 1.45, -1.25], [-0.94, 2.35, 0.93], [0.98, -4.15, 2.73], [1.05, -0.20, 0.38], [0.01, -3.97, 0.31], [2.88, -1.67, 0.04], [-0.11, -0.99, 1.05], [-0.39, -2.84, -0.65], [-0.46, 3.75, -1.26], [-1.33, 4.99, -1.48], [-2.36, 5.03, -0.34], [-2.93, 3.62, -0.23], [-1.02, -1.66, 0.07], [4.37, -1.79, 0.35], [2.69, -1.56, -1.03], [-3.59, 3.39, -1.06], [-0.73, 5.89, -1.51], [0.44, -2.55, -1.29], [4.67, -0.95, 0.95], [-1.87, 5.31, 0.59], [1.03, -4.27, 0.10], [0.94, 0.83, 0.71], [-3.15, 5.76, -0.53], [0.96, -0.18, -0.71], [-0.36, -5.73, -0.36], [-1.27, -0.91, -0.68], [4.56, -2.71, 0.88], [-1.95, -1.98, 0.53], [-1.15, -3.25, -1.29], [0.40, 3.96, -0.63], [4.92, -1.80, -0.58], [-0.14, 3.30, -2.20], [-1.85, 4.91, -2.44], [-0.70, -0.28, 1.61], [2.40, -2.59, 0.36], [-3.42, 3.42, 0.71]],
  "homo_lumo_gap_ev": 10.1292,
  "smiles": "CCOC[C@H]1CC[C@H](O)S(=O)(=O)O1.O=S1(=O)CCCC1"
}

=====

{
  "formula": "C11H23BF4NO2P2Pt",
  "method": "wB97M-V/def2-TZVPD",
  "elements": ["Pt", "P", "P", "F", "F", "F", "F", "O", "O", "N", "C", "C", "C", "C", "C", "C", "C", "C", "C", "C", "C", "B", "H", "H", "H", "H", "H", "H", "H", "H", "H", "H", "H", "H", "H", "H", "H", "H", "H", "H", "H", "H", "H", "H", "H"],
  "xyz": [[-0.28, 0.00, 0.56], [1.87, -0.61, 0.88], [-2.35, 0.57, 0.01], [-0.75, 1.15, 4.85], [-0.29, 1.51, 2.58], [1.23, 0.38, 3.95], [-0.78, -0.65, 3.37], [2.18, 1.94, -2.08], [0.54, 2.94, 0.02], [-0.25, -1.11, -1.14], [-2.40, 2.11, -0.94], [-0.15, -2.63, -3.38], [1.03, -2.25, -2.80], [2.00, -2.17, 1.76], [-2.69, -0.75, -1.18], [2.12, -1.18, -0.78], [3.04, 0.59, 1.53], [1.01, -1.53, -1.57], [-1.41, -1.36, -1.78], [-1.39, -2.20, -2.89], [-3.50, 0.68, 1.37], [-0.16, 0.57, 3.76], [-1.67, 2.09, -1.76], [3.99, 0.05, 1.66], [2.68, 0.93, 2.52], [3.11, 2.06, -2.34], [-4.52, 0.55, 0.98], [3.13, -1.21, -1.18], [1.48, -2.11, 2.72], [1.23, 3.33, 0.60], [3.08, -2.36, 1.88], [-0.14, -3.29, -4.25], [-3.36, -0.36, -1.95], [2.01, -2.50, -3.22], [1.57, -2.94, 1.10], [-3.27, -1.50, -0.62], [-3.26, -0.09, 2.12], [-3.38, 1.67, 1.84], [3.20, 1.44, 0.85], [-3.42, 2.18, -1.35], [-2.21, 2.98, -0.28], [-2.33, -2.49, -3.34], [0.16, 1.85, 0.49], [1.09, 2.70, -0.77], [2.19, 1.02, -1.79]],
  "spin_multiplicity": 5,
  "homo_lumo_gap_ev": [7.6843, 4.9049],
  "charge": 3,
  "de_lowest_kcal_mol": 0.8,
  "s_squared": 6.04
}

=====

Result set for calculated total energy: -24585.9615 -47764.8219 -50707.1023 eV, one per record in the order listed.
Result set for molecular weight: 215.3 330.4 545.1 Da, one per record in the order listed.